Entry from the OMol25 dataset: the molecule C4H4N2 at a distorted geometry (ωB97M-V with the def2-TZVPD basis set).

Values from the calculation:
LUMO level: -0.8662 eV
net charge: 0
multiplicity: 1
SMILES: [H]/N=C1\C=CC=N1
total energy: -7190.081 eV
ΔE to the lowest compared entry with this formula, charge and spin: 2.6071 eV
HOMO: -9.9 eV

Each atom is followed by the atoms it is bonded to, with distances in Å.
Cartesian coordinates (Å):
1 C 0.9868 -0.3852 0.0258  C2 1.488, N9 1.240, N10 1.460
2 C 0.2007 0.8747 0.1135  C1 1.488, C3 1.384, H6 1.006
3 C -1.1355 0.5825 -0.0962  C2 1.384, C4 1.578, H7 1.016
4 C -1.2653 -0.9876 -0.0095  C3 1.578, H8 1.159, N10 1.337
5 H 2.3416 0.4979 -0.2114  N9 1.029
6 H 0.6441 1.7653 0.2604  C2 1.006
7 H -1.8260 1.3108 -0.2520  C3 1.016
8 H -2.1541 -1.6982 0.2080  C4 1.159
9 N 2.2189 -0.5099 -0.0459  C1 1.240, H5 1.029
10 N -0.0111 -1.4502 0.0072  C1 1.460, C4 1.337